The following is a DFT calculation (ωB97M-V/def2-TZVPD) of a structure of composition C35H44BMnN4O2PS.

Properties
Multiplicity: 6
Calculated total energy, eV: -99189.3908
LUMO energy (spin up / spin down), eV: 0.522 / 0.501
E_HOMO (spin up / spin down), eV: -7.444 / -7.975
Kohn-Sham gap (spin up / spin down), eV: 7.966 / 8.475
⟨S²⟩: 8.759
Energy above the lowest of the compared OMol25 structures with the same formula, charge and spin, kcal per mole: 0.00

The geometry in XYZ format:
```
89
Properties=species:S:1:pos:R:3:lowdin_charge:R:1
Mn -1.17 1.75 -0.67 0.755
N -2.59 2.26 3.15 0.107
C -1.77 1.63 4.07 -0.317
C -2.13 1.63 5.42 -0.040
C -1.33 1.04 6.38 -0.088
C -0.14 0.42 6.01 -0.095
C 0.22 0.41 4.68 -0.099
C -0.56 1.02 3.70 -0.306
P 0.01 1.01 1.96 1.098
C 0.36 -0.77 1.67 -0.363
C 1.58 -1.39 1.93 -0.090
C 1.74 -2.74 1.65 -0.071
C 0.70 -3.48 1.12 -0.077
C -0.52 -2.87 0.87 -0.066
C -0.69 -1.52 1.14 -0.102
C 1.66 1.77 2.10 -0.380
C 2.63 1.50 1.12 -0.118
C 3.84 2.18 1.12 -0.079
C 4.10 3.15 2.08 -0.088
C 3.14 3.44 3.04 -0.079
C 1.93 2.75 3.05 -0.097
H -3.55 2.35 3.44 0.087
H -2.54 1.91 2.20 -0.007
H -3.07 2.10 5.71 0.109
H -1.64 1.05 7.41 0.103
H 0.48 -0.06 6.75 0.098
H 1.15 -0.07 4.39 0.103
H 2.41 -0.82 2.33 0.102
H 2.70 -3.21 1.85 0.107
H 0.84 -4.53 0.89 0.098
H -1.34 -3.44 0.45 0.115
H -1.64 -1.04 0.92 0.103
H 2.42 0.76 0.36 0.094
H 4.58 1.95 0.37 0.106
H 5.04 3.68 2.07 0.101
H 3.33 4.19 3.79 0.104
H 1.20 2.97 3.82 0.107
C 0.94 4.04 -0.74 -0.064
N -0.50 3.94 -0.47 -0.321
C -0.77 4.48 0.87 -0.080
C -1.28 4.70 -1.46 -0.186
C -1.39 3.97 -2.79 -0.191
N -2.11 2.70 -2.64 -0.322
C -1.84 1.83 -3.80 -0.092
C -3.55 2.92 -2.55 -0.091
H 1.26 5.09 -0.74 0.100
H 1.18 3.60 -1.71 0.087
H 1.49 3.50 0.02 0.065
H -0.53 5.55 0.91 0.099
H -0.16 3.96 1.61 0.060
H -1.82 4.33 1.13 0.082
H -0.82 5.69 -1.62 0.131
H -2.27 4.87 -1.05 0.116
H -0.39 3.75 -3.17 0.113
H -1.88 4.62 -3.53 0.131
H -2.20 2.29 -4.73 0.095
H -2.33 0.87 -3.65 0.093
H -0.77 1.65 -3.88 0.080
H -3.93 3.42 -3.45 0.096
H -3.80 3.53 -1.68 0.074
H -4.06 1.97 -2.43 0.089
C 1.16 -6.68 -1.60 -0.049
C 0.82 -5.82 -2.83 -0.561
C 1.77 -6.19 -3.98 -0.049
C -0.60 -6.15 -3.26 -0.070
C 0.99 -4.34 -2.47 -0.173
C 2.25 -3.87 -2.08 -0.040
C 2.48 -2.55 -1.72 0.014
C 1.40 -1.70 -1.75 -0.228
O 1.32 -0.37 -1.40 0.066
B -0.04 0.00 -1.51 -0.504
O -0.74 -1.11 -2.05 0.082
C 0.15 -2.14 -2.14 -0.224
C -0.08 -3.45 -2.51 0.060
H 1.05 -7.74 -1.83 0.084
H 0.48 -6.44 -0.77 0.080
H 2.18 -6.51 -1.26 0.078
H 1.65 -7.24 -4.24 0.084
H 2.81 -6.02 -3.71 0.075
H 1.55 -5.59 -4.86 0.091
H -0.67 -7.21 -3.52 0.085
H -0.90 -5.58 -4.15 0.087
H -1.33 -5.95 -2.47 0.085
H 3.08 -4.56 -2.05 0.106
H 3.46 -2.21 -1.40 0.122
H -1.08 -3.75 -2.80 0.118
S -5.75 1.63 0.83 0.536
C -4.19 1.62 0.46 -1.000
N -3.04 1.64 0.22 -0.051
```